{
  "formula": "C27H32ClPSn",
  "method": "ωB97M-V/def2-TZVPD",
  "elements": ["C", "H", "C", "C", "H", "H", "C", "H", "H", "C", "H", "H", "C", "H", "H", "C", "C", "H", "H", "H", "H", "H", "C", "H", "H", "C", "C", "C", "C", "C", "H", "H", "C", "H", "H", "Cl", "C", "C", "H", "C", "H", "H", "C", "H", "H", "H", "C", "C", "H", "H", "H", "C", "H", "C", "H", "C", "Sn", "C", "H", "P", "C", "C"],
  "positions_angstrom": [[1.568, 0.458, 2.922], [-1.079, 1.642, -5.805], [1.454, -2.075, 0.263], [-2.970, -1.801, -0.495], [-2.778, 1.293, 2.980], [-0.514, -1.892, -7.901], [-2.230, 0.401, -0.270], [3.553, 3.008, 1.812], [1.074, 1.233, -5.657], [1.051, -3.109, -0.651], [-3.828, 2.932, 4.532], [-3.332, -2.799, -0.264], [3.279, 2.066, 2.280], [-3.324, -1.665, -2.707], [-1.927, 1.349, 0.162], [1.274, -2.630, -1.973], [1.945, 1.671, 2.309], [-1.432, -1.719, -6.419], [1.695, -0.399, -5.908], [-0.160, 3.112, 6.816], [5.307, 1.562, 2.840], [1.163, -3.208, -2.885], [-0.208, -0.032, -6.775], [-2.517, 3.857, 6.443], [4.670, -0.611, 3.897], [-0.470, -1.477, -6.888], [-2.992, -1.195, -1.782], [-0.273, -1.471, 3.964], [-0.148, 1.788, 5.104], [-2.793, 2.615, 4.686], [-2.664, -0.872, 1.539], [0.891, 1.490, 5.264], [-2.057, 3.135, 5.760], [1.788, 0.788, -7.193], [0.220, -1.273, 4.927], [-0.524, -0.563, -3.194], [-2.572, -0.801, 0.460], [-1.347, 0.873, -6.540], [-2.193, 0.313, -6.123], [1.810, -1.303, -1.889], [2.307, -1.335, 3.928], [-1.335, -1.699, 4.139], [2.569, -0.375, 3.465], [2.207, 0.017, -0.109], [0.298, -2.049, -6.354], [1.611, -2.187, 1.329], [-2.213, 1.684, 3.825], [1.827, -0.915, -0.510], [-2.668, 0.958, -2.405], [0.763, -4.121, -0.381], [2.248, -0.737, -2.701], [4.262, 1.255, 2.853], [1.175, 2.307, 1.869], [-2.601, 0.184, -1.641], [0.198, -2.326, 3.455], [-0.875, 1.279, 4.014], [-0.549, -1.207, -0.902], [3.909, 0.038, 3.444], [-1.741, 1.409, -7.412], [-0.206, 0.002, 2.869], [-0.737, 2.714, 5.972], [1.142, 0.418, -6.388]],
  "homo_ev": [-12.6166, -12.6298],
  "total_energy_ev": -56140.3455,
  "charge": 2,
  "de_lowest_ev": 0.918,
  "fmax_ev_per_a": 2.0,
  "multiplicity": 1,
  "e_lumo_ev": [-8.4, -8.4],
  "homo_lumo_gap_ev": [4.21, 4.22]
}

***

{
  "formula": "C15H22F2N4O8",
  "method": "ωB97M-V/def2-TZVPD",
  "elements": ["H", "C", "H", "H", "H", "C", "H", "H", "H", "H", "H", "N", "F", "O", "H", "H", "O", "N", "O", "H", "H", "C", "O", "C", "F", "H", "H", "H", "C", "H", "O", "H", "C", "C", "C", "C", "C", "C", "C", "O", "H", "H", "C", "O", "O", "N", "C", "C", "H", "H", "N"],
  "positions_angstrom": [[0.007, 0.793, 3.543], [0.288, -3.661, -2.676], [1.144, -4.883, -1.322], [2.602, 2.007, 1.139], [2.754, -1.957, -5.070], [-3.270, 1.491, -2.961], [1.269, 0.472, 4.730], [-0.173, 2.968, 4.309], [-2.543, 2.527, 0.153], [0.675, 3.125, 0.431], [-2.537, -0.305, -3.825], [-1.847, -0.063, -1.771], [-1.745, -4.883, -2.556], [1.940, -2.069, -4.551], [-0.956, -3.995, -0.939], [2.947, -2.872, -2.924], [-3.170, -2.667, -1.417], [0.673, 2.489, 4.572], [-3.839, 3.401, -1.674], [3.418, 2.347, 5.068], [2.672, -1.128, -2.847], [-1.951, -2.550, -2.177], [0.044, -1.215, -2.506], [-3.230, 2.350, -1.771], [-3.972, 1.827, -4.070], [-3.770, -1.921, -1.590], [-0.225, 2.475, 1.809], [2.524, 1.603, 6.420], [0.719, 2.929, 1.504], [0.852, 3.876, 2.030], [1.147, -4.748, -2.285], [-2.188, -2.441, -3.241], [-1.096, -3.816, -2.009], [2.222, -2.081, -3.143], [2.750, 2.536, 5.907], [-1.823, 0.792, -0.673], [0.935, 1.176, 3.968], [1.463, 3.162, 5.406], [-2.554, 0.315, -2.931], [-1.253, 0.530, 0.372], [3.228, 3.224, 6.603], [-0.831, -1.533, -0.667], [-1.129, -1.335, -1.702], [1.145, 4.281, 5.775], [2.996, 0.537, 2.937], [-2.473, 1.989, -0.697], [1.983, 1.216, 2.846], [0.951, -2.314, -2.310], [0.147, -3.697, -3.762], [1.241, -2.342, -1.254], [1.840, 2.035, 1.798]],
  "homo_ev": -9.4949,
  "total_energy_ev": -43687.4713,
  "smiles": "O=c1[nH]c(=O)n([C@@H]2O[C@H](CO)[C@@H](O)[C@H](F)[C@H]2O)cc1F.CNC(=O)CNC(C)=O",
  "charge": 0,
  "fmax_ev_per_a": 3.4,
  "multiplicity": 1,
  "e_lumo_ev": -0.3,
  "homo_lumo_gap_ev": 9.22
}

***

{
  "formula": "C2BrClN2S",
  "method": "ωB97M-V/def2-TZVPD",
  "elements": ["C", "N", "N", "S", "Cl", "C", "Br"],
  "positions_angstrom": [[0.893, -2.171, 0.014], [0.892, -1.025, 0.102], [-0.456, 2.273, -0.001], [0.791, 3.230, 0.018], [1.182, -3.772, -0.073], [-1.028, 1.308, -0.267], [-2.274, 0.157, 0.206]],
  "homo_ev": -8.2124,
  "total_energy_ev": -98450.6125,
  "smiles": "[S-][N+]#CBr.N#CCl",
  "charge": 0,
  "de_lowest_ev": 3.092,
  "fmax_ev_per_a": 1.8,
  "multiplicity": 1,
  "e_lumo_ev": -0.4,
  "homo_lumo_gap_ev": 7.83
}

***

> multiplicity of number 3 (C2BrClN2S)?

1

***

> Number 1 is which compound?

C27H32ClPSn